(1)
This record from the OMol25 dataset describes the molecule C5H4N2. The level of theory is ωB97M-V with the def2-TZVPD basis set.

Each line ends with the Mulliken charge.
Geometry (Å):
C: -0.97544 1.32358 1.63212  -0.758
C: -0.50024 0.35206 0.91685  0.092
C: 0.06202 -0.39018 -0.01199  0.846
C: 1.48431 -0.43204 -0.34621  -0.333
N: 1.65837 -0.92741 -1.52095  -0.430
N: 0.39206 -1.29261 -2.05741  -0.422
C: -0.52548 -1.00090 -1.20233  -0.374
H: -1.35839 1.30584 2.64524  0.270
H: -0.95329 2.26170 1.08764  0.233
H: 2.29564 -0.03846 0.25593  0.442
H: -1.57955 -1.16157 -1.39889  0.434

F_max (eV/A): 0.4
Energy relative to the best compared isomer or geometry (same formula, charge and spin) (kcal per mole): 65.6
SMILES string: C=C=C1C=NN=C1
E (Eh): -302.32369



(2)
This record from the OMol25 dataset describes the molecule C7H12 at a distorted geometry. The level of theory is ωB97M-V with the def2-TZVPD basis set.

Each line ends with the Mulliken charge.
Geometry (Å):
C: -1.94543 -1.41156 -0.65415  -0.809
C: -1.64775 -0.52363 0.35476  -0.272
C: -0.27993 0.16347 0.37326  0.319
C: -0.17759 1.51224 0.65286  -0.377
C: 0.60847 2.72843 -0.03008  -1.062
C: 0.94868 -0.53068 -0.20252  -0.455
C: 0.98830 -2.02548 0.19339  -1.141
H: -1.98709 -0.86364 -1.66263  0.216
H: -2.43082 -2.33466 -0.55779  0.336
H: -2.10890 -0.42722 1.43765  0.243
H: -0.90695 1.76328 1.35701  0.385
H: 1.50270 3.14786 0.57177  0.273
H: -0.10523 3.56262 -0.23201  0.333
H: 1.02628 2.53618 -1.05742  0.302
H: 1.23154 -0.32838 -1.24110  0.376
H: 1.86914 0.10579 0.03820  0.367
H: 0.46582 -2.23965 1.15357  0.352
H: 2.11865 -2.26921 0.26875  0.323
H: 0.83010 -2.56576 -0.76352  0.293

F_max (eV/A): 3.9
Energy relative to the best compared isomer or geometry (same formula, charge and spin) (kcal per mole): 108.6
SMILES string: C=C/C(=C/C)CC
E (Eh): -273.73551



(3)
This record from the OMol25 dataset describes a cluster of 2 separate species, C4H10NO in total at a distorted geometry. The level of theory is ωB97M-V with the def2-TZVPD basis set.

Each line ends with the Mulliken charge.
Geometry (Å):
C: 0.04927 -0.33437 1.96073  -1.447
C: 0.84252 -0.32003 0.72136  1.149
C: 2.05855 -1.02943 0.58129  -0.663
C: -0.65602 1.13784 -0.42908  -0.122
N: 0.45559 0.46231 -0.36570  -0.017
H: -0.86836 -0.91077 1.77808  0.447
H: 0.62159 -0.85983 2.72246  0.390
H: -0.22197 0.65570 2.31942  0.475
H: 2.79598 -0.62633 -0.11636  0.351
H: 2.28299 -1.88369 1.20480  0.336
H: -0.89673 1.84001 -1.22902  0.343
H: -1.42685 1.15658 0.33058  0.328
H: 0.94316 0.34800 -1.25671  0.326
H: -1.91470 0.15940 -2.88988  0.347
H: -2.69645 -0.54559 -1.79473  0.314
O: -1.98870 0.10807 -1.92187  -0.556

F_max (eV/A): 2.2
Energy relative to the best compared isomer or geometry (same formula, charge and spin) (kcal per mole): 24.7
Multiplicity: 2
Total charge: +2
E (Eh): -287.60275



(4)
This record from the OMol25 dataset describes a cluster of 2 separate species, H3NO4P in total at a distorted geometry. The level of theory is ωB97M-V with the def2-TZVPD basis set.

Each line ends with the Mulliken charge.
Geometry (Å):
N: -2.73390 0.06818 -0.22542  -0.752
O: 0.49473 -0.61960 0.07203  -0.643
O: 2.98887 -1.31043 0.33043  -0.685
O: 2.29917 1.24948 0.54375  -0.341
O: 2.29379 0.97959 -0.93369  -0.323
P: 1.96869 -0.32717 0.02179  0.964
H: -2.37453 0.84133 0.19578  0.224
H: -3.25572 -0.54907 0.44017  0.199
H: -1.68112 -0.33231 -0.44485  0.357

F_max (eV/A): 5.1
Energy relative to the best compared isomer or geometry (same formula, charge and spin) (kcal per mole): 23.4
Total charge: -1
E (Eh): -698.92805



(5)
This record from the OMol25 dataset describes the molecule C4H6F2 at a distorted geometry. The level of theory is ωB97M-V with the def2-TZVPD basis set.

Each line ends with the Mulliken charge.
Geometry (Å):
C: 1.49208 0.93951 -1.11941  -0.483
C: 0.68329 0.67495 -0.01391  0.306
F: 0.61665 1.74028 1.07361  -0.307
C: -0.63179 -0.22886 -0.20481  0.299
C: -0.79392 -1.03931 1.07310  -1.279
F: -1.68183 0.74180 -0.64186  -0.330
H: 2.20523 1.72240 -1.49910  0.325
H: 1.21657 -0.13356 -1.74225  0.129
H: -0.45980 -0.97622 -1.08154  0.260
H: 0.05750 -1.65709 1.21279  0.369
H: -0.84900 -0.40170 1.87101  0.384
H: -1.85497 -1.38220 1.07238  0.329

F_max (eV/A): 5.1
Energy relative to the best compared isomer or geometry (same formula, charge and spin) (kcal per mole): 66.9
SMILES string: C=C(F)[C@@H](C)F
E (Eh): -355.61808



(6)
This record from the OMol25 dataset describes a cluster of 2 separate species, C6H12N3 in total at a distorted geometry. The level of theory is ωB97M-V with the def2-TZVPD basis set.

Each line ends with the Mulliken charge.
Geometry (Å):
C: -1.42929 1.40834 0.74524  -0.080
C: -2.22251 -2.66070 0.19238  -0.158
C: -1.64618 2.46844 -0.03048  -0.640
C: 0.67693 0.48869 -0.01470  0.497
C: 0.48670 0.63879 -1.51120  -1.484
C: 1.72653 -1.48043 0.51490  -0.742
N: -1.24722 -2.10688 0.28228  -0.314
N: -0.16165 0.78610 0.87512  -0.420
N: 1.83965 -0.08702 0.54106  0.082
H: -2.13979 1.11730 1.53971  0.329
H: -3.21767 -3.06599 0.07048  0.351
H: -2.42363 3.10933 0.21243  0.331
H: -0.88907 2.70958 -0.81414  0.138
H: 1.05487 -0.15054 -2.21258  0.287
H: 0.62649 1.65186 -1.93361  0.392
H: -0.53868 0.41608 -1.71781  0.489
H: 2.41889 -2.01912 1.26974  0.347
H: 0.69124 -1.79805 0.68141  0.363
H: 1.99053 -1.86681 -0.46732  0.355
H: 2.80661 0.31707 0.25938  0.444
H: 1.59724 0.12395 1.51772  0.430

F_max (eV/A): 5.5
Energy relative to the best compared isomer or geometry (same formula, charge and spin) (kcal per mole): 90.1
Total charge: +1
E (Eh): -399.73740



(7)
This record from the OMol25 dataset describes the molecule C3H6N2O at a distorted geometry. The level of theory is ωB97M-V with the def2-TZVPD basis set.

Each line ends with the Mulliken charge.
Geometry (Å):
O: -2.08058 0.20462 -0.27389  -0.413
N: -0.72159 0.35865 0.29010  0.076
C: 0.05979 1.40046 -0.02496  -0.001
N: 1.35684 1.08490 -0.11651  -0.572
C: 1.32760 -0.42630 -0.12956  -0.382
C: -0.15277 -0.82987 -0.01639  -0.363
H: -2.55631 0.34575 0.40506  0.290
H: -0.49890 2.29471 -0.06068  0.375
H: 2.18240 -0.92332 -0.83918  0.263
H: 1.99305 -0.60481 0.76442  0.245
H: -0.16279 -1.62824 0.89997  0.174
H: -0.74673 -1.27655 -0.89838  0.308

F_max (eV/A): 9.8
Energy relative to the best compared isomer or geometry (same formula, charge and spin) (kcal per mole): 120.8
SMILES string: ON1C=NCC1
E (Eh): -302.50061



(8)
This record from the OMol25 dataset describes a cluster of 2 separate species, C3H3NO2 in total at a distorted geometry. The level of theory is ωB97M-V with the def2-TZVPD basis set.

Each line ends with the Mulliken charge.
Geometry (Å):
C: 0.04597 -0.35477 0.83623  -0.132
C: -0.73386 -2.66199 -2.01309  0.103
C: 0.17566 2.10895 0.52847  0.174
N: 0.40628 0.83123 0.85069  -0.192
O: -0.11113 -3.35428 -2.61086  -0.106
O: -0.58579 2.83490 1.08473  -0.467
H: 0.57528 -1.13429 1.54842  0.215
H: -0.70758 -0.81343 0.15432  0.205
H: 0.93516 2.54369 -0.37893  0.202

F_max (eV/A): 3.9
Energy relative to the best compared isomer or geometry (same formula, charge and spin) (kcal per mole): 60.9
E (Eh): -321.28067